Record 1
A molecular structure, C13H17Cl3GeN4O6P2Sr, computed with the ωB97M-V functional and the def2-TZVPD basis.

spin multiplicity: 2
charge: +1
HOMO energy (spin up / spin down): -11.56 / -11.56 eV
expectation value of S²: 0.75
gap between HOMO and LUMO (spin up / spin down): 9.017 / 5.404 eV

Structure (XYZ):
```
47
C13H17Cl3GeN4O6P2Sr (the ωB97M-V functional and the def2-TZVPD basis)
Sr -1.071 1.950 -0.295
N -0.923 -0.026 -4.326
C -1.615 1.221 -3.786
C -2.392 1.841 -4.947
P -0.169 2.316 -3.342
O -0.934 3.617 -2.706
O 0.521 2.586 -4.612
O 0.509 1.715 -2.140
P -2.807 0.529 -2.532
O -3.402 1.909 -1.870
O -3.800 -0.246 -3.286
O -1.993 -0.037 -1.396
H -0.269 0.247 -5.068
H -1.624 -0.681 -4.687
H -0.397 -0.485 -3.576
H -1.718 2.133 -5.752
H -2.901 2.739 -4.598
H -3.153 1.152 -5.315
H -0.959 4.370 -3.309
H -4.283 2.137 -2.193
Cl -4.852 5.311 0.525
Ge -2.784 5.083 0.084
Cl -1.846 4.033 1.787
Cl -1.810 6.962 -0.134
C 1.870 0.650 3.427
C 1.215 1.336 2.420
N 0.244 0.784 1.687
C -0.087 -0.489 1.937
C 0.532 -1.269 2.903
C 1.522 -0.665 3.671
C 0.084 -2.659 3.119
C 0.836 -3.753 3.220
C 2.294 -3.880 3.043
C 2.949 -5.016 3.502
C 4.315 -5.089 3.289
N 4.985 -4.134 2.652
C 4.262 -3.103 2.229
N 2.959 -2.919 2.393
H 2.638 1.143 4.005
H 1.470 2.366 2.200
H -0.873 -0.917 1.321
H 2.011 -1.227 4.456
H -0.989 -2.787 3.214
H 0.327 -4.686 3.436
H 2.415 -5.809 4.009
H 4.889 -5.942 3.630
H 4.800 -2.316 1.711
```



Record 2
A molecular structure, C13H17ClINO2PV in a non-equilibrium geometry, computed with the ωB97M-V functional and the def2-TZVPD basis.

spin multiplicity: 3
charge: +2
HOMO energy (spin up / spin down): -15.26 / -15.28 eV
expectation value of S²: 2.49
gap between HOMO and LUMO (spin up / spin down): 4.183 / 6.535 eV

Structure (XYZ):
```
37
C13H17ClINO2PV (the ωB97M-V functional and the def2-TZVPD basis)
C -0.431 2.039 -0.915
C -1.851 1.592 -1.211
H -0.482 3.112 -0.720
H 0.205 1.879 -1.788
H 0.051 1.558 -0.045
O -2.416 1.701 -2.310
I -2.763 -0.728 -0.730
V 2.551 -0.698 -0.240
P 0.747 -0.234 -2.920
C -0.629 -0.431 -4.154
C 1.509 1.076 -3.997
H 2.637 -1.785 -2.830
H 1.823 -1.807 -4.448
H 1.081 -2.609 -3.029
C 1.678 -1.751 -3.364
H 2.499 1.384 -3.647
H 1.575 0.723 -5.036
H -0.229 -0.400 -5.180
H -1.368 0.374 -4.036
H 0.843 1.951 -3.972
H -1.153 -1.382 -4.011
C -2.581 1.234 0.066
O -2.897 1.835 1.056
Cl 4.224 -2.078 -0.302
N 1.405 -0.548 1.288
C 0.599 -0.321 2.121
C -0.010 -0.346 3.424
C 0.848 -0.613 4.502
C 0.342 -0.805 5.788
C -1.034 -0.700 6.019
C -1.892 -0.354 4.968
C -1.391 -0.179 3.674
H 1.921 -0.671 4.321
H 1.029 -1.033 6.606
H -1.430 -0.868 7.026
H -2.958 -0.217 5.166
H -2.054 0.099 2.859
```



Record 3
C13H17ClN2OS in the gas phase, computed with the ωB97M-V functional and the def2-TZVPD basis.

charge: 0
SMILES: CN1CCN(C(=O)CSc2ccc(Cl)cc2)CC1
HOMO energy: -8.33 eV
gap between HOMO and LUMO: 8.901 eV

Structure (XYZ):
```
35
C13H17ClN2OS (the ωB97M-V functional and the def2-TZVPD basis)
C 1.079 3.206 1.770
N -0.086 2.435 2.156
C 0.214 1.074 2.533
C 0.770 0.233 1.360
N 0.160 0.684 0.127
C 0.728 0.679 -1.093
O 0.179 1.153 -2.073
C 2.101 0.045 -1.237
S 2.155 -1.700 -0.694
C 0.557 -2.281 -1.202
C -0.011 -1.910 -2.413
C -1.270 -2.371 -2.749
C -1.945 -3.220 -1.886
Cl -3.521 -3.790 -2.306
C -1.369 -3.622 -0.690
C -0.118 -3.146 -0.350
C -1.182 1.208 0.281
C -1.164 2.464 1.175
H 1.837 3.104 2.546
H 1.516 2.911 0.807
H 0.794 4.256 1.709
H -0.710 0.631 2.910
H 0.941 1.082 3.348
H 1.852 0.354 1.302
H 0.553 -0.829 1.529
H 2.394 0.104 -2.286
H 2.852 0.556 -0.633
H 0.511 -1.258 -3.093
H -1.723 -2.072 -3.681
H -1.898 -4.292 -0.031
H 0.345 -3.445 0.579
H -1.564 1.442 -0.713
H -1.804 0.424 0.726
H -2.116 2.531 1.712
H -1.055 3.360 0.563
```



Record 4
C13H17ClN4O in the gas phase, computed with the ωB97M-V functional and the def2-TZVPD basis.

charge: 0
SMILES: O=C(NNC1=NCCCCC1)Nc1ccc(Cl)cc1
HOMO energy: -8.19 eV
gap between HOMO and LUMO: 8.759 eV

Structure (XYZ):
```
36
C13H17ClN4O (the ωB97M-V functional and the def2-TZVPD basis)
O -3.368 0.511 0.353
C -2.222 0.877 0.460
N -1.778 2.016 -0.200
N -0.413 2.276 -0.314
C 0.283 1.731 -1.389
N -0.332 0.896 -2.105
C 0.239 0.124 -3.168
C 1.754 -0.162 -3.135
C 2.272 -0.306 -1.704
C 2.681 1.041 -1.097
C 1.723 2.176 -1.480
N -1.263 0.325 1.265
C -1.359 -0.779 2.103
C -2.553 -1.468 2.309
C -2.589 -2.553 3.163
C -1.437 -2.958 3.817
Cl -1.486 -4.315 4.890
C -0.242 -2.285 3.621
C -0.207 -1.201 2.767
H -2.348 2.235 -1.012
H -0.166 3.224 -0.050
H -0.030 0.609 -4.113
H -0.302 -0.829 -3.134
H 1.921 -1.091 -3.683
H 2.312 0.619 -3.653
H 3.136 -0.973 -1.684
H 1.490 -0.765 -1.095
H 2.719 0.947 -0.010
H 3.684 1.307 -1.439
H 1.913 2.491 -2.508
H 1.896 3.036 -0.830
H -0.349 0.753 1.195
H -3.443 -1.147 1.794
H -3.514 -3.085 3.321
H 0.652 -2.607 4.133
H 0.724 -0.673 2.612
```



Record 5
2 unconnected molecules or ions with the total composition C13H17F3O4, computed with the ωB97M-V functional and the def2-TZVPD basis.

charge: 0
SMILES: O=C1C=CC(=O)C(CCC(F)(F)F)=C1.COCCOC
HOMO energy: -9.35 eV
gap between HOMO and LUMO: 7.826 eV

Structure (XYZ):
```
37
C13H17F3O4 (the ωB97M-V functional and the def2-TZVPD basis)
O 0.925 -4.800 1.745
C 0.434 -3.832 1.196
C 1.238 -2.618 0.900
C 0.664 -1.521 0.407
C -0.803 -1.458 0.196
O -1.362 -0.403 -0.040
C -1.590 -2.720 0.323
C -3.057 -2.666 -0.008
C -3.912 -1.813 0.942
C -3.853 -2.236 2.386
F -4.139 -3.546 2.535
F -2.646 -2.042 2.949
F -4.735 -1.555 3.124
C -0.991 -3.821 0.789
H 2.302 -2.677 1.106
H 1.250 -0.633 0.189
H -3.168 -2.229 -1.004
H -3.441 -3.687 -0.039
H -3.646 -0.756 0.879
H -4.961 -1.905 0.644
H -1.548 -4.739 0.952
C 0.951 2.078 -0.428
O 2.267 1.802 -0.887
C 2.492 2.193 -2.232
C 3.229 3.511 -2.326
O 2.463 4.588 -1.816
C 2.822 4.970 -0.501
H 0.950 1.922 0.651
H 0.654 3.109 -0.630
H 0.227 1.397 -0.878
H 1.542 2.259 -2.773
H 3.098 1.415 -2.706
H 3.438 3.724 -3.378
H 4.186 3.439 -1.799
H 3.796 5.472 -0.495
H 2.858 4.112 0.174
H 2.066 5.669 -0.148
```



Record 6
A molecular structure, C13H17F5N2ORuTe in a non-equilibrium geometry, computed with the ωB97M-V functional and the def2-TZVPD basis.

spin multiplicity: 5
charge: +2
HOMO energy (spin up / spin down): -16.14 / -16.13 eV
expectation value of S²: 6.04
gap between HOMO and LUMO (spin up / spin down): 7.759 / 4.418 eV

Structure (XYZ):
```
40
C13H17F5N2ORuTe (the ωB97M-V functional and the def2-TZVPD basis)
C 2.878 -0.358 0.892
C -0.128 -0.160 -3.098
H 3.019 0.629 1.364
H 3.228 -0.297 -0.148
H 3.476 -1.117 1.421
H -0.713 -1.048 -3.374
H -0.779 0.728 -3.103
H 0.644 -0.008 -3.876
C 1.365 2.632 -0.369
C 1.204 3.730 0.473
C 0.067 3.817 1.277
C -0.871 2.797 1.215
H 2.230 2.509 -1.019
H 1.979 4.490 0.484
H -0.085 4.663 1.943
H -1.769 2.788 1.828
N 0.457 1.641 -0.411
C -0.659 1.707 0.357
C -1.572 0.570 0.235
N -1.114 -0.469 -0.503
C -1.880 -1.553 -0.688
C -3.649 -0.594 0.620
C -3.157 -1.646 -0.147
H -1.433 -2.349 -1.280
H -3.726 -2.553 -0.333
C -2.849 0.522 0.811
H -3.161 1.375 1.408
H -4.638 -0.645 1.072
Ru 0.860 -0.318 -1.437
C 1.154 -2.267 -1.780
H 0.372 -2.735 -2.398
H 1.252 -2.814 -0.827
H 2.117 -2.340 -2.317
F 2.585 0.376 -1.928
Te 0.837 -1.775 2.648
F -0.630 -0.446 2.765
F 2.015 -3.269 2.126
F -0.280 -2.570 1.333
F -0.158 -2.928 3.864
O 1.515 -0.717 0.897
```



Record 7
A molecular structure, C13H17MgO5P in a non-equilibrium geometry, computed with the ωB97M-V functional and the def2-TZVPD basis.

charge: +2
HOMO energy: -13.82 eV
gap between HOMO and LUMO: 2.420 eV

Structure (XYZ):
```
37
C13H17MgO5P (the ωB97M-V functional and the def2-TZVPD basis)
C 4.059 -1.889 1.565
C 2.806 -1.387 0.818
C 2.838 0.104 0.376
C 1.603 0.371 -0.435
C 1.450 0.075 -1.714
C 0.136 0.387 -2.352
O 0.072 0.459 -3.547
C -1.044 0.653 -1.455
C -2.376 0.494 -2.150
O -3.106 -0.640 -1.659
C -2.346 -1.663 -1.187
C -2.764 -2.159 0.164
O -1.405 -2.103 -1.796
C -0.862 0.985 -0.156
P -2.108 1.410 1.136
C -1.788 3.203 1.300
O -3.532 1.421 0.348
C 0.512 1.003 0.372
O 0.822 1.458 1.472
H 4.191 -2.967 1.445
H 3.983 -1.803 2.690
H 4.978 -1.428 1.169
H 1.895 -1.545 1.404
H 2.696 -1.963 -0.100
H 2.634 0.841 1.215
H 3.766 0.386 -0.136
H 2.225 -0.367 -2.332
H -2.175 0.340 -3.209
H -3.003 1.376 -2.055
H -2.134 -1.672 0.913
H -3.807 -1.954 0.390
H -2.572 -3.231 0.206
H -2.050 3.530 2.304
H -0.739 3.420 1.106
H -2.386 3.725 0.551
H -4.202 0.896 0.798
Mg 3.736 0.233 2.541
```



Record 8
C13H17N in the gas phase in a non-equilibrium geometry, computed with the ωB97M-V functional and the def2-TZVPD basis.

charge: 0
SMILES: CN[C@]12CCC[C@H]1Cc1ccccc12
HOMO energy: -8.48 eV
gap between HOMO and LUMO: 9.477 eV

Structure (XYZ):
```
31
C13H17N (the ωB97M-V functional and the def2-TZVPD basis)
C 2.123 1.872 -1.120
N 0.769 1.718 -0.677
C 0.437 0.503 0.019
C 1.196 0.392 1.359
C 1.764 -0.985 1.473
C 2.057 -1.541 0.025
C 0.869 -0.893 -0.697
C -0.345 -1.741 -0.804
C -1.550 -0.840 -0.370
C -2.931 -1.091 -0.462
C -3.776 -0.091 -0.135
C -3.337 1.042 0.500
C -1.956 1.331 0.633
C -1.095 0.342 0.141
H 1.985 2.666 -1.876
H 2.470 1.103 -1.807
H 2.864 2.000 -0.356
H 0.440 2.615 -0.188
H 2.033 1.163 1.229
H 0.552 0.653 2.112
H 2.681 -1.107 2.082
H 1.068 -1.618 2.032
H 2.105 -2.666 0.084
H 2.992 -1.134 -0.292
H 1.208 -0.619 -1.726
H -0.623 -2.064 -1.873
H -0.325 -2.740 -0.288
H -3.193 -2.079 -0.975
H -4.801 -0.373 0.091
H -4.032 1.860 0.797
H -1.650 2.323 1.075
```



Record 9
A gas-phase ion, C13H17N2 (charge +1) in a non-equilibrium geometry, computed with the ωB97M-V functional and the def2-TZVPD basis.

charge: +1
HOMO energy (spin up / spin down): -10.65 / -9.94 eV
gap between HOMO and LUMO (spin up / spin down): 7.422 / 5.251 eV

Structure (XYZ):
```
32
C13H17N2 (the ωB97M-V functional and the def2-TZVPD basis)
C 1.416 -0.659 2.604
C 0.671 0.115 1.683
C 1.755 -1.926 2.326
C 0.335 -2.041 -1.346
C 0.485 -0.237 0.380
C -0.568 -1.388 -1.971
C 2.554 -1.509 -0.103
C -0.075 2.969 0.220
C -1.040 2.901 -0.923
C 1.745 -2.361 0.865
C 1.069 -1.409 -0.117
C -1.598 -0.878 -2.818
C -2.142 1.360 0.678
N -0.131 0.589 -0.445
N -0.920 1.737 -0.069
H 1.398 -0.378 3.614
H 0.226 1.035 1.998
H 1.850 -2.446 3.251
H 0.606 -3.062 -1.611
H 3.049 -0.642 0.352
H 3.004 -1.973 -0.914
H 0.872 2.683 -0.006
H -0.496 3.543 1.164
H -1.896 3.479 -0.797
H -0.789 2.879 -1.913
H 1.696 -3.406 0.775
H -1.912 0.139 -2.938
H -2.444 -1.460 -2.758
H -1.210 -1.309 -3.809
H -2.823 2.163 0.912
H -2.797 0.619 0.166
H -1.891 0.872 1.552
```



Record 10
A molecular structure, C13H17N3O2Sn in a non-equilibrium geometry, computed with the ωB97M-V functional and the def2-TZVPD basis.

charge: 0
HOMO energy (spin up / spin down): -5.25 / -5.25 eV
gap between HOMO and LUMO (spin up / spin down): 3.999 / 3.992 eV

Structure (XYZ):
```
36
C13H17N3O2Sn (the ωB97M-V functional and the def2-TZVPD basis)
C -2.057 1.495 4.834
C -2.358 2.592 3.890
H -2.982 1.241 5.364
H -1.388 1.884 5.606
H -1.597 0.609 4.390
H -1.463 2.945 3.353
H -3.053 2.202 3.134
H -2.834 3.470 4.337
C 0.001 -2.589 0.387
C 0.090 -3.874 -0.129
C 0.506 -4.036 -1.455
C 0.832 -2.935 -2.249
H -0.365 -2.377 1.391
H -0.179 -4.719 0.506
H 0.570 -5.030 -1.885
H 1.160 -3.037 -3.286
N 0.318 -1.534 -0.394
C 0.742 -1.653 -1.687
C 0.988 -0.378 -2.366
N 0.867 0.723 -1.562
C 1.002 1.981 -2.042
C 1.271 1.087 -4.257
C 1.160 2.199 -3.413
H 0.936 2.803 -1.320
H 1.203 3.214 -3.806
C 1.205 -0.204 -3.740
H 1.290 -1.090 -4.370
H 1.412 1.213 -5.325
Sn 0.151 0.371 0.488
C 2.093 0.674 1.526
H 2.625 1.565 1.161
H 2.749 -0.209 1.454
H 1.825 0.814 2.590
O -2.305 -0.764 0.154
N -2.639 0.199 -0.580
O -1.776 1.148 -0.701
```



Record 11
C13H17NO6S in the gas phase, computed with the ωB97M-V functional and the def2-TZVPD basis.

charge: 0
SMILES: O=C(O)CCCNS(=O)(=O)c1ccc2c(c1)OCCCO2
HOMO energy: -8.88 eV
gap between HOMO and LUMO: 9.542 eV

Structure (XYZ):
```
38
C13H17NO6S (the ωB97M-V functional and the def2-TZVPD basis)
O -4.689 -0.733 -1.800
C -4.442 -0.809 -0.628
O -4.163 -1.976 -0.033
C -4.495 0.368 0.320
C -4.063 0.078 1.756
C -2.579 -0.281 1.883
N -1.682 0.725 1.360
S -1.297 0.687 -0.272
O -1.761 1.903 -0.880
O -1.707 -0.575 -0.812
C 0.484 0.736 -0.183
C 1.152 1.944 -0.243
C 2.527 1.940 -0.147
C 3.258 0.760 0.021
C 2.566 -0.463 0.086
C 1.175 -0.442 -0.024
O 3.086 -1.703 0.342
C 4.303 -2.108 -0.243
C 5.517 -1.324 0.244
C 5.543 0.074 -0.364
O 4.599 0.965 0.189
H -4.085 -2.667 -0.709
H -3.877 1.150 -0.127
H -5.525 0.733 0.309
H -4.266 0.965 2.362
H -4.649 -0.750 2.156
H -2.367 -1.189 1.321
H -2.330 -0.448 2.937
H -1.913 1.665 1.645
H 0.593 2.854 -0.383
H 3.090 2.860 -0.182
H 0.637 -1.375 0.022
H 4.236 -2.042 -1.340
H 4.392 -3.160 0.040
H 5.489 -1.249 1.332
H 6.423 -1.854 -0.049
H 6.504 0.556 -0.164
H 5.402 0.006 -1.453
```



Record 12
A molecular structure, C13H18B11Br6NO6S2Ta in a non-equilibrium geometry, computed with the ωB97M-V functional and the def2-TZVPD basis.

charge: +3
HOMO energy: -16.75 eV
gap between HOMO and LUMO: 3.667 eV

Structure (XYZ):
```
58
C13H18B11Br6NO6S2Ta (the ωB97M-V functional and the def2-TZVPD basis)
Ta 0.404 0.162 -0.702
Br 0.480 -0.333 2.033
B 0.761 -2.328 1.956
B 1.036 -3.384 3.315
C 0.404 -4.853 2.729
B -0.503 -3.470 2.380
B -0.370 -4.837 1.210
B 1.244 -5.579 1.429
B 2.108 -4.684 2.719
B 2.381 -3.014 2.186
Br 3.861 -1.855 2.618
B 2.513 -4.395 1.004
Br 4.186 -4.774 0.143
B 0.959 -4.489 0.061
Br 0.893 -4.930 -1.814
B -0.073 -3.193 0.703
Br -1.169 -2.073 -0.561
B 1.631 -2.945 0.590
Br 2.297 -1.645 -0.799
H 1.001 -3.078 4.452
H -0.010 -5.524 3.469
H -1.535 -3.196 2.880
H -1.325 -5.482 0.970
H 1.350 -6.748 1.356
H 2.777 -5.268 3.490
O -2.134 2.055 -3.249
S -0.730 1.811 -3.337
O -0.047 1.417 -4.500
O -0.581 0.505 -2.283
C 0.052 3.275 -2.626
C -0.620 4.414 -3.041
C -0.049 5.683 -2.892
C 1.203 5.835 -2.338
C 1.888 4.709 -1.880
C 1.328 3.452 -2.029
S 2.220 2.169 -1.275
O 1.848 0.900 -2.028
O 3.562 2.469 -1.022
O 1.395 1.776 0.011
H -1.579 4.326 -3.533
H -0.599 6.544 -3.250
H 1.659 6.812 -2.250
H 2.860 4.808 -1.412
C -3.387 0.293 -1.366
C -2.801 1.319 -0.551
C -3.667 2.434 -0.056
C -2.965 3.077 0.858
C -1.632 2.389 0.929
C -0.682 2.784 1.938
N -1.544 1.381 0.028
H -4.127 0.734 -2.040
H -4.008 -0.273 -0.632
H -2.723 -0.383 -1.882
H -4.681 2.596 -0.396
H -3.239 3.918 1.480
H -0.709 3.871 2.070
H 0.324 2.400 1.853
H -1.138 2.414 2.883
```